C33H85Br2N8O9 | ωB97M-V with the def2-TZVPD basis set

Atoms and positions in Å:
1 C -1.717 -1.641 -1.240
2 C -0.498 -1.231 -0.282
3 Br -0.304 -2.761 1.021
4 C 0.919 -1.046 -1.043
5 Br 1.787 0.605 -0.244
6 N 1.786 -2.198 -0.688
7 C 2.332 -2.903 -1.887
8 C 1.225 -3.426 -2.915
9 O 1.522 -3.330 -4.166
10 O 0.027 -3.996 -2.567
11 H -1.597 -1.272 -2.322
12 H -1.907 -2.775 -1.191
13 H -2.673 -1.169 -0.794
14 H -0.775 -0.299 0.321
15 H 0.840 -0.831 -2.156
16 H 2.616 -1.838 -0.191
17 H 2.868 -3.845 -1.484
18 H 3.165 -2.299 -2.414
19 C 5.180 4.087 -4.037
20 C 4.729 3.782 -2.612
21 C 5.470 2.593 -1.966
22 O 5.056 1.314 -2.431
23 C 5.608 0.933 -3.680
24 N 3.275 3.577 -2.605
25 H 4.763 3.394 -4.769
26 H 4.852 5.089 -4.331
27 H 6.270 4.059 -4.119
28 H 4.950 4.669 -2.007
29 H 5.247 2.600 -0.894
30 H 6.559 2.702 -2.056
31 H 6.634 1.293 -3.804
32 H 4.976 1.290 -4.495
33 H 5.616 -0.158 -3.728
34 H 2.963 3.482 -1.640
35 H 3.096 2.657 -3.008
36 C 1.993 -8.866 0.792
37 C 1.754 -7.750 -0.222
38 C 2.985 -6.850 -0.458
39 O 3.247 -5.919 0.587
40 C 3.910 -6.468 1.711
41 N 0.587 -6.967 0.197
42 H 1.965 -8.511 1.823
43 H 1.216 -9.630 0.703
44 H 2.959 -9.352 0.623
45 H 1.516 -8.230 -1.178
46 H 2.790 -6.243 -1.348
47 H 3.881 -7.444 -0.679
48 H 4.628 -7.245 1.428
49 H 3.181 -6.863 2.422
50 H 4.451 -5.663 2.213
51 H 0.365 -6.293 -0.537
52 H 0.880 -6.382 0.981
53 C -3.523 -4.884 3.273
54 C -3.027 -5.641 2.045
55 C -3.701 -7.015 1.848
56 O -3.241 -8.034 2.731
57 C -3.805 -7.984 4.029
58 N -1.567 -5.762 2.118
59 H -3.092 -5.259 4.203
60 H -3.246 -3.828 3.203
61 H -4.613 -4.936 3.355
62 H -3.273 -5.030 1.169
63 H -3.454 -7.368 0.841
64 H -4.795 -6.936 1.888
65 H -4.847 -7.653 4.013
66 H -3.208 -7.336 4.674
67 H -3.768 -8.990 4.454
68 H -1.230 -6.170 1.247
69 H -1.358 -6.476 2.817
70 C 5.491 7.727 2.418
71 C 4.741 7.857 1.096
72 C 4.995 6.690 0.119
73 O 6.261 6.727 -0.531
74 C 7.341 6.254 0.256
75 N 5.072 9.152 0.486
76 H 6.546 7.992 2.333
77 H 5.059 8.399 3.166
78 H 5.424 6.708 2.810
79 H 3.671 7.856 1.331
80 H 4.252 6.757 -0.683
81 H 4.838 5.719 0.604
82 H 7.044 5.428 0.909
83 H 7.764 7.072 0.844
84 H 8.123 5.899 -0.418
85 H 4.489 9.282 -0.338
86 H 6.015 9.075 0.105
87 C -0.736 7.340 -0.597
88 C -0.243 6.587 -1.829
89 C -0.898 5.202 -2.016
90 O -0.410 4.197 -1.137
91 C -0.960 4.240 0.170
92 N 1.222 6.485 -1.771
93 H -0.290 6.973 0.328
94 H -0.475 8.400 -0.672
95 H -1.824 7.272 -0.503
96 H -0.508 7.192 -2.704
97 H -0.657 4.850 -3.025
98 H -1.992 5.264 -1.964
99 H -2.008 4.554 0.168
100 H -0.364 4.902 0.803
101 H -0.898 3.238 0.598
102 H 1.557 6.080 -2.643
103 H 1.449 5.776 -1.073
104 C -5.273 1.548 -5.476
105 C -5.023 1.855 -4.002
106 C -3.919 0.987 -3.364
107 O -4.311 -0.350 -3.077
108 C -4.297 -1.220 -4.196
109 N -6.291 1.739 -3.269
110 H -5.862 0.642 -5.623
111 H -5.831 2.365 -5.943
112 H -4.331 1.437 -6.020
113 H -4.690 2.898 -3.942
114 H -3.661 1.430 -2.396
115 H -3.001 0.999 -3.964
116 H -3.484 -0.986 -4.890
117 H -5.260 -1.186 -4.710
118 H -4.158 -2.240 -3.832
119 H -6.144 2.049 -2.311
120 H -6.494 0.744 -3.172
121 C -5.451 0.783 5.920
122 C -4.954 0.022 4.695
123 C -5.626 -1.354 4.503
124 O -5.165 -2.367 5.389
125 C -5.728 -2.314 6.688
126 N -3.492 -0.098 4.769
127 H -5.020 0.412 6.851
128 H -5.175 1.839 5.846
129 H -6.541 0.730 6.002
130 H -5.201 0.628 3.816
131 H -5.379 -1.711 3.497
132 H -6.720 -1.276 4.542
133 H -6.772 -1.984 6.672
134 H -5.132 -1.662 7.330
135 H -5.689 -3.317 7.116
136 H -3.153 -0.509 3.901
137 H -3.281 -0.809 5.470

**Calculated total energy**: -7571.43307 Eh
**HOMO energy**: -4.44 eV
**E_LUMO**: 0.0752 hartree
**Charge**: -1
**Frontier orbital gap**: 6.4902 eV

These are the Löwdin partial charges, in e, on atoms 1 to 8: -0.18, -0.67, 0.64, -0.66, 0.59, -0.21, -0.15, -0.59